Formula: C29H17N5PtS2
Source: the OMol25 dataset
Level of theory: the ωB97M-V functional and the def2-TZVPD basis

The value obtained for the HOMO energy (alpha / beta) is -7.81 / -7.81 eV. The calculation puts the frontier orbital gap (alpha / beta) at 6.462 / 6.463 eV. The value obtained for the energy above the lowest of the compared OMol25 structures with the same formula, charge and spin is 0.0 kcal/mol. The maximum force is 0.70 eV/A.

Geometry as XYZ:
```
54
C29H17N5PtS2 | the OMol25 dataset | the ωB97M-V functional and the def2-TZVPD basis
Pt -0.01894 -2.04225 1.08680
S 5.73632 2.42007 -2.41999
C 7.28916 1.82350 -2.80014
C 7.43081 0.52084 -2.43435
C 6.25995 0.00408 -1.81889
C 5.25155 0.92277 -1.73269
C 3.91205 0.74046 -1.15205
C 3.49856 -0.49625 -0.65893
N 2.32860 -0.70323 -0.07441
C 1.45373 0.29724 0.02719
C 1.72903 1.56179 -0.49927
C 0.79108 2.70711 -0.53942
C -0.54291 2.70963 -0.52990
C -1.45599 1.55466 -0.44103
C -2.75024 1.68654 -0.93184
C -3.63686 0.61354 -0.92182
C -3.15378 -0.59038 -0.41016
N -1.93495 -0.71294 0.09223
C -1.09974 0.32482 0.10150
C -5.01559 0.75200 -1.41233
C -5.74935 1.89916 -1.52649
C -7.05674 1.67069 -2.03109
C -7.28471 0.35303 -2.28763
S -5.92575 -0.60936 -1.92644
C 2.98520 1.77044 -1.05754
H 8.01215 2.46159 -3.28119
H 8.33436 -0.04907 -2.59016
H 6.18101 -1.00805 -1.45123
H 4.14074 -1.36631 -0.72994
H 1.27774 3.66270 -0.70272
H -1.03726 3.66217 -0.68673
H -3.05927 2.63453 -1.35537
H -3.77140 -1.48160 -0.37993
H -5.37766 2.87252 -1.23927
H -7.79051 2.44650 -2.18965
H -8.18082 -0.10345 -2.67517
H 3.22520 2.75733 -1.43715
C 0.19341 -0.04571 0.76749
C 0.20457 -0.25284 2.21980
C -0.97605 -0.14810 3.00922
C -0.93182 -0.37250 4.36322
C 0.27128 -0.72699 4.97986
C 1.42186 -0.87260 4.23812
C 1.40546 -0.63771 2.86421
H -1.91098 0.11357 2.53391
H -1.83697 -0.28315 4.94831
H 0.29376 -0.90086 6.04787
H 2.34665 -1.16426 4.71676
H 2.31266 -0.72512 2.28513
N -3.10354 -7.60815 0.53491
C -2.24928 -6.86927 0.28176
N -1.26720 -6.08287 -0.09057
C -0.83525 -5.02992 0.44513
N -0.33334 -4.06035 0.87212
```

=====

Formula: C6H9N
Source: the OMol25 dataset
Level of theory: the ωB97M-V functional and the def2-TZVPD basis

The value obtained for the HOMO energy is -8.25 eV. The calculation puts the frontier orbital gap at 9.232 eV. The value obtained for the energy above the lowest of the compared OMol25 structures with the same formula, charge and spin is 121.9 kcal/mol. The maximum force is 1.52 eV/A.

Geometry as XYZ:
```
16
C6H9N | the OMol25 dataset | the ωB97M-V functional and the def2-TZVPD basis
C 1.86110 0.48116 0.13546
N 0.96027 -0.52800 -0.40951
C 0.04666 -1.17089 0.51447
C -1.07735 -0.21793 0.78840
C -1.01704 0.87354 -0.25793
C -0.25299 -0.10801 -1.15294
C -1.00586 -1.36953 -0.54703
H 1.39235 1.21770 0.81054
H 2.33527 1.02457 -0.68858
H 2.65487 -0.02211 0.69867
H 0.36743 -1.90090 1.25169
H -1.61822 -0.21350 1.73422
H -0.52360 1.79998 0.03832
H -1.99357 1.10009 -0.70708
H -0.11031 0.10641 -2.21574
H -2.01901 -1.07258 0.00703
```

=====

Formula: C30H45CaO23
Source: the OMol25 dataset
Level of theory: the ωB97M-V functional and the def2-TZVPD basis

The value obtained for the HOMO energy is -11.96 eV. The calculation puts the frontier orbital gap at 5.148 eV. The charge is +1. The value obtained for the energy above the lowest of the compared OMol25 structures with the same formula, charge and spin is 93.2 kcal/mol. The maximum force is 2.50 eV/A.

Geometry as XYZ:
```
99
C30H45CaO23 | the OMol25 dataset | the ωB97M-V functional and the def2-TZVPD basis
Ca 0.01937 -0.48886 4.67544
C -0.56526 0.38787 0.52142
C -0.19424 0.10981 1.94812
O -0.87486 0.65438 2.88179
O 0.76129 -0.64976 2.27960
H -0.45091 1.46101 0.36190
H -1.55187 -0.03644 0.34951
H 0.14354 -0.05117 -0.18240
C -4.50864 0.40463 1.69589
C -4.74519 1.30255 2.88104
C -3.61513 2.33032 3.09435
O -4.29496 3.54528 3.28990
C -5.63035 3.36592 3.18919
O -6.46576 4.16222 3.44704
O -5.86472 2.14570 2.65976
H -3.66671 -0.26881 1.88829
H -4.28322 0.91875 0.76283
H -5.39949 -0.22428 1.61865
H -4.88549 0.67626 3.76636
H -2.92891 2.31207 2.24724
H -3.01830 2.08326 3.97756
C 1.48802 -4.43271 2.84729
C 1.61119 -4.03667 1.36587
C 2.73734 -3.00914 1.08496
O 3.53427 -3.64106 0.11416
C 3.05703 -4.87404 -0.19123
O 3.55593 -5.61897 -0.96637
O 1.98552 -5.15838 0.57738
H 1.82560 -3.63819 3.51542
H 2.05907 -5.34741 2.99994
H 0.45128 -4.67733 3.08608
H 0.67536 -3.66420 0.94316
H 3.35670 -2.89282 1.98175
H 2.32297 -2.05863 0.75621
C -2.72114 -2.41319 -0.26620
C -3.91411 -2.18176 -1.17543
C -4.10528 -0.73241 -1.67796
O -4.24077 -0.85726 -3.07981
C -4.19640 -2.16909 -3.41899
O -4.40972 -2.58114 -4.51453
O -3.81816 -2.92097 -2.39233
H -2.85926 -1.88010 0.67932
H -1.80237 -2.11311 -0.77345
H -2.63948 -3.45774 0.03849
H -4.81698 -2.55780 -0.68796
H -3.21104 -0.14758 -1.44994
H -4.98666 -0.30359 -1.20532
C -2.15823 1.32327 -3.91925
C -2.32961 1.82031 -2.49872
C -2.44651 3.34240 -2.38757
O -3.40061 3.51056 -1.34120
C -4.14260 2.36226 -1.25539
O -5.06650 2.24978 -0.50280
O -3.67537 1.46442 -2.10421
H -2.35619 0.25105 -3.97438
H -1.09684 1.41938 -4.17372
H -2.76572 1.85076 -4.64845
H -1.58821 1.36119 -1.84125
H -2.78069 3.82613 -3.30792
H -1.48303 3.79365 -2.14849
C 0.89523 3.84723 1.79815
C 1.92090 3.71764 0.68182
C 2.50885 2.29763 0.54593
O 2.16510 1.95190 -0.79915
C 1.35047 2.85812 -1.35629
O 0.82977 2.80756 -2.41700
O 1.20855 3.92497 -0.52861
H 1.35832 3.97901 2.78402
H 0.22848 2.99362 1.93819
H 0.30431 4.75926 1.70958
H 2.74824 4.37154 0.95475
H 2.16235 1.53712 1.24122
H 3.59309 2.38985 0.49598
C 6.56203 -0.16609 3.44090
C 5.72869 -0.90370 2.41735
C 4.45420 -0.19569 1.92858
O 4.47796 -0.28768 0.53471
C 5.74008 -0.64603 0.12443
O 6.10456 -0.64049 -1.00177
O 6.49584 -0.95688 1.17483
H 6.44519 0.91771 3.44857
H 7.59630 -0.49470 3.44659
H 6.15072 -0.40873 4.43117
H 5.54616 -1.93945 2.70093
H 4.45119 0.85869 2.22256
H 3.59508 -0.70914 2.36642
C 2.69478 -0.91304 -2.24774
C 1.73725 -0.31609 -3.26614
C 1.97575 -0.80884 -4.68870
O 0.74293 -1.43543 -5.04420
C -0.15568 -1.33431 -4.04252
O -1.25248 -1.78654 -4.08898
O 0.37261 -0.65186 -3.00447
H 2.80510 -1.99258 -2.40436
H 2.39809 -0.81362 -1.20332
H 3.70877 -0.52076 -2.33023
H 1.83635 0.76823 -3.25173
H 2.84755 -1.45168 -4.78454
H 2.03831 0.04270 -5.36754
```

=====

Q: What is the formula in the second record?
A: C6H9N